# C2H5N3OS

C2H5N3OS in the gas phase in a non-equilibrium geometry (ωB97M-V/def2-TZVPD, the Open Molecules 2025 dataset).

Geometry as XYZ:
```
12
Properties=species:S:1:pos:R:3:forces:R:3
C 1.246946 0.453484 1.423122 -0.06 -0.53 -0.56
C -1.244746 -0.967626 -0.745370 0.59 -0.26 0.27
H 2.802408 -0.016750 -1.262809 -0.69 0.09 0.41
H 1.168423 0.385973 -1.143090 0.02 -0.07 -0.35
H 1.580012 0.718615 2.413430 -0.12 0.10 0.25
H -0.644208 0.243761 2.167017 -0.24 0.09 0.71
H -0.665475 -1.751361 -0.213928 -0.08 0.27 0.22
N 1.938042 -0.110844 -0.717360 0.14 -0.15 -0.42
N 2.172529 0.320852 0.563763 0.15 0.32 0.82
N -0.144735 0.154894 1.314114 0.96 0.36 -0.66
O -1.850403 -1.169838 -1.739889 -0.69 -0.08 -0.89
S -1.075750 0.644313 -0.014478 0.02 -0.15 0.21
```
Positions in Å, forces in eV/Å.

frontier orbital gap	9.2911	eV
LUMO level	0.5	eV
structure (SMILES)	N/N=C\NSC=O
highest occupied orbital energy	-8.77	eV
total energy	-716.84266	Eh
ΔE to the lowest compared entry with this formula, charge and spin	2.668	eV

Atomic partial charges in e from the Löwdin method, atoms 1 to 8:
1. C -0.29
2. C -0.60
3. H 0.09
4. H 0.03
5. H 0.10
6. H 0.06
7. H 0.09
8. N -0.01